Entry 1:
123
Properties=species:S:1:pos:R:3:lowdin_spin:R:1 method="wB97M-V/def2-TZVPD" energy_ha=-6762.1856 s2=6.054 orbital_gap_ev="5.74 / 6.63" total_charge=+1 relative_energy_kj_mol=36.22 spin_multiplicity=5
Mn 2.233 -1.150 0.606 3.781
O 4.193 -1.650 4.023 0.012
C 3.912 -1.443 2.866 0.007
O 2.722 -1.259 2.394 0.043
C 4.969 -1.345 1.776 0.005
C 6.324 -1.312 2.069 -0.001
C 7.228 -1.177 1.028 0.003
C 6.729 -1.101 -0.264 -0.001
C 5.356 -1.145 -0.468 0.003
N 4.484 -1.250 0.531 0.004
H 6.632 -1.383 3.100 0.000
H 8.290 -1.129 1.222 0.000
H 7.389 -1.007 -1.111 0.000
H 4.938 -1.087 -1.463 0.000
C 0.209 -4.662 -5.164 0.002
C 0.727 -3.790 -4.066 0.010
C 1.715 -2.843 -4.345 -0.001
C 2.205 -2.003 -3.372 0.006
C 3.425 -1.176 -3.652 0.001
O 4.483 -1.753 -3.802 0.001
C 3.327 0.295 -3.713 0.000
C 2.181 0.999 -3.349 0.000
C 2.184 2.381 -3.393 0.000
C 3.303 3.070 -3.835 0.000
C 4.437 2.373 -4.226 0.000
C 4.451 0.995 -4.156 0.000
C 1.722 -2.077 -2.042 0.001
O 2.142 -1.227 -1.155 0.046
C 0.790 -3.117 -1.723 0.010
C 0.307 -3.936 -2.756 0.002
C 0.371 -3.359 -0.354 0.013
N 0.864 -2.718 0.666 -0.011
C 0.390 -2.989 2.014 0.002
C -0.175 -1.728 2.643 0.003
Te -2.035 -1.164 1.719 0.002
C -3.012 -1.856 3.501 0.001
C -3.679 -3.069 3.537 0.000
C -4.233 -3.514 4.726 0.000
C -4.104 -2.758 5.878 0.000
C -3.414 -1.558 5.847 0.000
C -2.874 -1.105 4.658 0.000
C -0.657 -4.423 -0.171 -0.001
C -0.290 -5.648 0.380 0.001
C -1.239 -6.637 0.572 0.000
C -2.559 -6.405 0.222 0.001
C -2.925 -5.199 -0.356 0.000
C -1.979 -4.207 -0.555 0.000
H 0.582 -4.317 -6.123 0.000
H -0.878 -4.672 -5.194 0.000
H 0.546 -5.687 -5.025 0.001
H 2.121 -2.771 -5.344 0.000
H 1.295 0.474 -3.027 0.000
H 1.298 2.917 -3.090 0.000
H 3.292 4.148 -3.885 0.000
H 5.309 2.896 -4.587 0.000
H 5.323 0.428 -4.443 0.000
H -0.408 -4.713 -2.518 0.000
H 1.244 -3.333 2.612 0.000
H -0.373 -3.775 2.014 -0.001
H 0.522 -0.895 2.534 0.001
H -0.360 -1.900 3.699 0.000
H -3.755 -3.669 2.642 0.000
H -4.762 -4.454 4.751 0.000
H -4.539 -3.102 6.803 0.000
H -3.293 -0.974 6.747 0.000
H -2.338 -0.166 4.626 0.000
H 0.740 -5.822 0.650 0.000
H -0.944 -7.585 0.997 0.000
H -3.304 -7.165 0.400 0.000
H -3.948 -5.028 -0.659 0.000
H -2.263 -3.271 -1.019 0.000
C -1.120 2.402 1.035 0.008
C -0.867 3.078 2.359 0.000
As -2.357 4.369 2.795 0.000
C -2.438 5.416 1.133 0.000
C -1.299 5.809 0.436 0.000
C -1.405 6.560 -0.723 0.000
C -2.650 6.952 -1.187 0.000
C -3.786 6.618 -0.469 0.000
C -3.678 5.868 0.688 0.000
C -3.798 3.075 2.448 0.000
C -4.301 2.789 1.185 0.000
C -5.213 1.766 1.006 0.000
C -5.625 1.005 2.086 0.000
C -5.149 1.292 3.353 0.000
C -4.249 2.328 3.532 0.000
P 0.151 1.166 0.426 0.023
C -0.619 0.962 -1.233 0.002
C -0.877 -0.348 -1.621 0.000
C -1.477 -0.628 -2.834 0.000
C -1.882 0.410 -3.658 0.000
C -1.684 1.721 -3.257 0.000
C -1.036 1.996 -2.066 0.000
C 1.603 2.286 0.247 0.002
C 1.599 3.566 -0.298 0.000
C 2.752 4.332 -0.279 0.001
C 3.928 3.837 0.265 0.000
C 3.940 2.573 0.831 0.002
C 2.780 1.819 0.830 0.009
H -1.224 3.162 0.255 0.001
H -2.060 1.841 1.084 0.000
H 0.075 3.635 2.360 0.000
H -0.831 2.355 3.179 0.000
H -0.318 5.535 0.810 0.000
H -0.514 6.852 -1.262 0.000
H -2.734 7.528 -2.097 0.000
H -4.757 6.948 -0.808 0.000
H -4.569 5.623 1.257 0.000
H -3.984 3.369 0.328 0.000
H -5.598 1.564 0.018 0.000
H -6.322 0.196 1.937 0.000
H -5.480 0.713 4.201 0.000
H -3.893 2.571 4.527 0.000
H -0.583 -1.153 -0.960 0.000
H -1.627 -1.654 -3.134 0.000
H -2.348 0.206 -4.609 0.000
H -2.030 2.539 -3.873 0.000
H -0.861 3.026 -1.800 0.000
H 0.699 3.984 -0.720 0.000
H 2.730 5.332 -0.683 0.000
H 4.827 4.435 0.257 0.000
H 4.843 2.187 1.286 0.000
H 2.757 0.864 1.373 0.003

Entry 2:
132
Properties=species:S:1:pos:R:3:lowdin_charge:R:1 method="wB97M-V/def2-TZVPD" energy_ha=-6140.0546 orbital_gap_ev=4.53 total_charge=-1 spin_multiplicity=1
C -9.000 2.659 -6.146 -0.017
C -7.642 2.992 -6.952 -0.438
O -7.313 4.183 -7.076 0.044
O -6.973 1.877 -7.492 -0.064
C -5.534 1.948 -7.315 -0.191
C -5.074 0.688 -6.463 -0.177
C -5.493 0.765 -4.888 -0.239
C -4.710 2.012 -4.268 -0.362
P -4.966 2.315 -2.399 0.356
F -5.914 0.865 -2.353 -0.342
Br -6.946 3.432 -2.994 0.385
C -4.100 4.008 -2.487 -0.359
C -2.573 4.033 -2.913 -0.239
C -2.247 5.569 -3.345 -0.224
C -0.680 5.831 -3.561 -0.199
C -0.352 5.805 -5.132 -0.294
N -1.276 4.934 -5.931 -0.036
N -5.380 2.683 -0.700 -0.172
C -6.075 1.761 -0.090 -0.395
C -5.441 0.491 0.695 -0.068
C -7.691 1.828 0.031 -0.097
C -3.379 1.372 -1.898 -0.178
C -2.713 0.227 -2.674 -0.022
C -1.484 -0.442 -2.124 -0.163
N -0.724 -0.195 -0.958 -0.018
C -1.375 0.860 -0.273 -0.155
C -2.614 1.644 -0.596 -0.054
H -9.416 3.610 -5.699 0.085
H -8.757 1.842 -5.398 0.064
H -9.692 2.184 -6.936 0.087
H -5.145 2.948 -6.947 0.122
H -5.079 1.810 -8.367 0.126
H -5.511 -0.291 -6.851 0.107
H -3.932 0.558 -6.486 0.112
H -5.147 -0.253 -4.478 0.098
H -6.633 0.871 -4.798 0.091
H -3.629 1.926 -4.608 0.076
H -5.129 2.943 -4.800 0.044
H -4.679 4.688 -3.206 0.039
H -4.192 4.516 -1.459 0.091
H -2.275 3.409 -3.811 0.090
H -1.817 3.811 -2.085 0.093
H -2.542 6.190 -2.417 0.109
H -2.913 5.942 -4.185 0.101
H -0.052 5.067 -2.974 0.099
H -0.345 6.862 -3.172 0.101
H -0.319 6.884 -5.527 0.103
H 0.700 5.364 -5.241 0.105
H -0.748 4.696 -6.783 0.057
H -2.069 5.506 -6.279 0.069
H -4.692 -0.062 0.036 0.062
H -6.257 -0.278 0.953 0.069
H -4.917 0.825 1.663 0.084
H -7.972 2.924 -0.045 0.054
H -8.013 1.459 1.064 0.061
H -8.165 1.199 -0.800 0.081
H -3.150 -0.116 -3.664 0.083
H -1.075 -1.312 -2.756 0.103
H -0.847 1.156 0.705 0.110
H -2.968 2.462 0.107 0.107
C -1.884 -2.959 8.239 -0.063
C -0.690 -3.625 8.507 -0.064
C 0.298 -3.703 7.533 -0.001
C 0.090 -3.125 6.281 -0.081
C -1.115 -2.479 6.004 -0.081
C -2.097 -2.387 6.990 0.002
C -1.368 -1.904 4.662 -0.279
O -2.419 -1.337 4.422 0.107
C -0.328 -2.038 3.617 -0.083
C -0.573 -1.552 2.332 0.014
C 0.404 -1.661 1.347 -0.045
C 1.633 -2.247 1.647 -0.044
C 1.880 -2.737 2.924 0.003
C 0.896 -2.642 3.910 -0.086
C 1.156 -3.198 5.255 -0.256
O 2.231 -3.716 5.518 0.065
H -2.651 -2.890 9.003 0.105
H -0.530 -4.081 9.478 0.104
H 1.228 -4.219 7.750 0.120
H -3.031 -1.875 6.784 0.121
H -1.527 -1.092 2.094 0.116
H 0.207 -1.285 0.343 0.060
H 2.397 -2.326 0.881 0.108
H 2.837 -3.197 3.149 0.105
C 5.236 -3.497 4.973 -0.053
C 6.586 -3.165 4.886 -0.052
C 7.530 -4.149 4.613 -0.003
C 7.127 -5.472 4.437 -0.090
C 5.777 -5.809 4.548 -0.077
C 4.830 -4.816 4.805 0.003
C 5.341 -7.217 4.412 -0.279
O 4.162 -7.513 4.504 0.107
C 6.361 -8.264 4.170 -0.083
C 5.973 -9.602 4.097 0.001
C 6.922 -10.589 3.858 -0.063
C 8.260 -10.244 3.681 -0.064
C 8.652 -8.913 3.758 -0.001
C 7.704 -7.920 4.013 -0.084
C 8.137 -6.509 4.129 -0.281
O 9.309 -6.207 3.979 0.096
H 4.499 -2.728 5.177 0.101
H 6.903 -2.137 5.030 0.107
H 8.580 -3.883 4.542 0.119
H 3.779 -5.067 4.879 0.098
H 4.933 -9.877 4.231 0.120
H 6.619 -11.630 3.806 0.105
H 8.999 -11.014 3.487 0.105
H 9.696 -8.650 3.625 0.119
C 5.195 5.666 1.734 -0.064
C 6.405 5.083 1.364 -0.066
C 6.426 4.061 0.423 -0.003
C 5.234 3.609 -0.143 -0.084
C 4.020 4.176 0.246 -0.081
C 4.005 5.214 1.178 0.002
C 2.742 3.673 -0.311 -0.279
O 1.683 4.171 0.027 0.106
C 2.774 2.550 -1.275 -0.080
C 1.576 2.027 -1.764 0.012
C 1.597 0.981 -2.680 -0.048
C 2.812 0.461 -3.118 -0.051
C 4.008 0.975 -2.630 -0.004
C 3.991 2.015 -1.700 -0.092
C 5.268 2.531 -1.159 -0.283
O 6.334 2.074 -1.538 0.091
H 5.181 6.470 2.463 0.104
H 7.333 5.428 1.808 0.104
H 7.371 3.614 0.134 0.118
H 3.065 5.668 1.474 0.121
H 0.626 2.430 -1.429 0.106
H 0.665 0.573 -3.054 0.085
H 2.827 -0.350 -3.839 0.106
H 4.951 0.562 -2.971 0.117